The following is a quantum chemistry calculation of a molecular structure, C6H8GdLiO6 in a non-equilibrium geometry, from the Open Molecules 2025 dataset.

Values from the calculation:
- LUMO level (alpha / beta) (hartree) = -0.1731 / -0.2025
- HOMO-LUMO gap (alpha / beta) (hartree) = 0.26873 / 0.23940
- energy relative to the best compared isomer or geometry (same formula, charge and spin) (kJ/mol) = 0.0
- charge = +1
- 2S+1 = 9

Last column: Löwdin charge in e.
Positions of all 22 atoms, in Å:
O (2.39, -0.09, 1.63)  0.012
C (-1.54, 1.14, 1.84)  -0.548
C (1.21, 0.22, 1.61)  -0.165
O (-2.36, 0.21, 1.96)  -0.236
O (-0.62, 1.22, 2.82)  -0.047
C (0.71, 1.42, 2.36)  -0.115
H (0.45, -0.51, 1.26)  0.136
H (-1.91, 0.82, -1.91)  0.022
H (0.79, 2.30, 1.71)  0.149
H (1.33, 1.56, 3.26)  0.159
Li (2.94, -1.28, 0.16)  0.768
Gd (-3.53, 1.52, 0.40)  1.706
O (-0.02, -1.97, -1.73)  0.007
C (1.18, -1.75, -1.18)  -0.816
C (-0.67, -0.91, -2.44)  -0.214
O (1.59, -2.63, -0.38)  -0.053
O (1.79, -0.68, -1.40)  -0.064
C (-1.04, 0.25, -1.54)  -0.125
H (-1.54, -1.38, -2.91)  0.127
H (-0.02, -0.58, -3.26)  0.133
H (-0.39, 1.09, -1.82)  0.086
H (-0.74, 0.02, -0.44)  0.081



The following is a quantum chemistry calculation of 7 unconnected molecules or ions with the total composition C32H68BFN2O19PS in a non-equilibrium geometry, from the Open Molecules 2025 dataset.

Values from the calculation:
- LUMO level (hartree) = 0.0618
- HOMO-LUMO gap (hartree) = 0.30164
- energy relative to the best compared isomer or geometry (same formula, charge and spin) (kJ/mol) = 359.0
- charge = -1

Last column: Löwdin charge in e.
Positions of all 125 atoms, in Å:
N (0.62, 0.74, 2.78)  0.139
C (0.08, 0.95, 1.72)  -0.303
O (-0.54, 1.42, 0.56)  -0.227
P (-0.51, 3.15, 0.36)  0.549
C (1.28, 3.36, 0.99)  -0.294
C (1.95, 4.77, 0.51)  -0.183
C (3.21, 4.98, 1.53)  -0.266
O (3.65, 6.37, 1.44)  -0.142
C (-1.31, 3.50, 2.06)  -0.248
C (-2.67, 2.70, 2.36)  -0.215
C (-3.99, 3.65, 2.48)  -0.181
C (-5.15, 3.18, 1.42)  -0.275
N (-6.01, 4.34, 1.03)  -0.048
O (-2.12, 3.17, -0.36)  -0.186
B (-2.44, 4.53, -0.80)  -0.718
O (-2.16, 4.94, -2.17)  0.085
O (-3.08, 5.53, 0.04)  0.071
S (0.22, 2.75, -1.68)  0.769
O (1.27, 1.63, -1.71)  -0.399
O (0.72, 4.01, -2.37)  -0.371
F (-1.02, 2.17, -2.71)  -0.284
H (-0.51, 4.59, 0.13)  0.034
H (1.39, 3.37, 2.13)  0.068
H (2.02, 2.56, 0.60)  0.098
H (1.27, 5.67, 0.68)  0.107
H (2.42, 4.71, -0.53)  0.111
H (4.08, 4.27, 1.26)  0.127
H (2.89, 4.81, 2.64)  0.105
H (2.84, 6.89, 1.72)  0.073
H (-1.59, 4.63, 2.08)  0.084
H (-0.61, 3.35, 2.96)  0.070
H (-2.85, 1.78, 1.68)  0.111
H (-2.56, 2.24, 3.42)  0.104
H (-3.77, 4.77, 2.42)  0.087
H (-4.47, 3.48, 3.52)  0.102
H (-5.85, 2.45, 2.00)  0.103
H (-4.72, 2.58, 0.55)  0.106
H (-5.56, 5.22, 1.29)  0.045
H (-6.30, 4.31, 0.05)  0.058
H (-2.06, 5.92, -2.08)  0.105
H (-2.44, 6.02, 0.60)  0.099
O (1.31, 7.47, 3.54)  0.085
C (1.48, 7.14, 4.69)  -0.519
O (2.48, 7.69, 5.41)  0.005
C (2.66, 7.50, 6.82)  -0.224
C (3.42, 6.22, 7.10)  -0.065
C (0.65, 6.06, 5.31)  0.015
H (1.71, 7.56, 7.35)  0.114
H (3.25, 8.36, 7.16)  0.122
H (2.87, 5.35, 6.75)  0.073
H (3.60, 6.11, 8.17)  0.090
H (4.38, 6.22, 6.58)  0.063
H (1.05, 5.08, 5.03)  0.096
H (-0.37, 6.14, 4.93)  0.094
H (0.57, 6.12, 6.40)  0.070
O (-2.60, -1.11, -0.13)  0.090
C (-2.29, -1.39, -1.26)  -0.512
O (-2.73, -2.53, -1.82)  -0.013
C (-2.58, -2.87, -3.21)  -0.232
C (-1.23, -3.50, -3.46)  -0.062
C (-1.34, -0.52, -2.03)  0.004
H (-2.76, -2.00, -3.85)  0.116
H (-3.36, -3.59, -3.44)  0.110
H (-0.41, -2.82, -3.23)  0.070
H (-1.13, -3.81, -4.51)  0.074
H (-1.09, -4.38, -2.83)  0.080
H (-0.31, -0.77, -1.75)  0.096
H (-1.54, 0.52, -1.78)  0.054
H (-1.45, -0.59, -3.11)  0.077
O (-3.00, -6.92, -6.22)  0.093
C (-4.19, -6.83, -6.00)  -0.511
O (-4.65, -5.93, -5.12)  -0.003
C (-6.04, -5.63, -4.93)  -0.228
C (-6.69, -6.61, -3.97)  -0.065
C (-5.15, -7.78, -6.66)  0.009
H (-6.56, -5.56, -5.89)  0.115
H (-6.08, -4.62, -4.49)  0.123
H (-6.66, -7.63, -4.36)  0.067
H (-7.73, -6.33, -3.79)  0.083
H (-6.16, -6.62, -3.02)  0.088
H (-5.18, -8.71, -6.09)  0.099
H (-4.81, -7.98, -7.67)  0.094
H (-6.16, -7.39, -6.75)  0.069
O (2.84, -8.27, -9.27)  0.085
C (2.21, -8.20, -8.24)  -0.530
O (0.98, -7.66, -8.23)  -0.002
C (0.09, -7.69, -7.11)  -0.231
C (0.38, -6.55, -6.16)  -0.068
C (2.83, -8.63, -6.93)  0.003
H (0.11, -8.66, -6.62)  0.116
H (-0.92, -7.57, -7.52)  0.105
H (1.38, -6.62, -5.74)  0.068
H (-0.34, -6.54, -5.33)  0.072
H (0.32, -5.59, -6.68)  0.087
H (3.45, -7.82, -6.55)  0.098
H (3.45, -9.51, -7.12)  0.090
H (2.10, -8.92, -6.18)  0.068
O (1.38, -6.38, 0.42)  0.079
C (1.31, -5.19, 0.63)  -0.528
O (2.42, -4.45, 0.68)  -0.005
C (2.44, -3.01, 0.74)  -0.223
C (2.29, -2.52, 2.16)  -0.069
C (-0.02, -4.54, 0.92)  0.013
H (1.69, -2.58, 0.06)  0.112
H (3.41, -2.70, 0.35)  0.122
H (1.33, -2.83, 2.59)  0.071
H (2.35, -1.43, 2.20)  0.059
H (3.07, -2.95, 2.80)  0.080
H (-0.26, -4.69, 1.97)  0.099
H (-0.78, -5.03, 0.30)  0.090
H (-0.06, -3.48, 0.68)  0.067
O (4.92, 3.50, 7.69)  0.081
C (5.21, 3.23, 6.55)  -0.526
O (4.73, 2.11, 5.98)  0.003
C (4.87, 1.79, 4.58)  -0.220
C (6.20, 1.13, 4.31)  -0.066
C (6.18, 4.09, 5.78)  0.013
H (4.70, 2.67, 3.96)  0.109
H (4.06, 1.09, 4.35)  0.125
H (7.04, 1.79, 4.54)  0.065
H (6.27, 0.84, 3.26)  0.083
H (6.32, 0.24, 4.93)  0.083
H (7.20, 3.81, 6.05)  0.099
H (6.01, 5.13, 6.05)  0.070
H (6.06, 4.03, 4.70)  0.075



The following is a quantum chemistry calculation of a molecular structure, C12H19IrN3S2Si, from the Open Molecules 2025 dataset.

Values from the calculation:
- LUMO level (alpha / beta) (hartree) = -0.2535 / -0.3592
- HOMO-LUMO gap (alpha / beta) (hartree) = 0.25148 / 0.23448
- energy relative to the best compared isomer or geometry (same formula, charge and spin) (kJ/mol) = 70.4
- charge = +2
- 2S+1 = 6

Last column: Löwdin charge in e.
Positions of all 38 atoms, in Å:
Ir (-0.31, 0.97, 1.15)  1.094
C (4.24, -2.01, 4.09)  -0.299
S (3.24, -2.70, 2.73)  1.026
C (2.78, -1.35, 1.89)  -0.391
S (-0.31, 0.02, 3.08)  0.383
N (2.34, -0.65, 1.06)  0.021
N (1.55, 0.23, 0.51)  -0.190
C (2.01, 0.79, -0.67)  -0.035
C (1.18, 1.75, -1.28)  -0.289
C (1.50, 2.42, -2.47)  0.027
C (0.66, 3.39, -2.95)  0.003
C (-0.51, 3.70, -2.25)  -0.007
C (-0.80, 3.00, -1.10)  -0.099
N (0.01, 2.04, -0.62)  -0.106
H (4.60, -2.90, 4.61)  0.059
H (3.61, -1.42, 4.75)  0.056
H (5.07, -1.45, 3.69)  0.059
H (2.98, 0.51, -1.07)  0.142
H (2.41, 2.16, -2.99)  0.135
H (0.90, 3.92, -3.86)  0.134
H (-1.19, 4.47, -2.59)  0.129
H (-1.70, 3.20, -0.53)  0.121
C (-1.05, -0.89, -1.84)  -0.168
Si (-2.01, -1.24, -0.31)  0.474
C (-1.26, -2.57, 0.73)  -0.182
C (-3.82, -1.47, -0.63)  -0.148
C (-2.18, 0.44, 0.82)  -0.402
H (-1.21, -1.70, -2.54)  0.059
H (0.02, -0.82, -1.66)  0.018
H (-1.38, 0.03, -2.33)  0.046
H (-1.33, -3.53, 0.20)  0.057
H (-1.78, -2.69, 1.68)  0.048
H (-0.21, -2.38, 0.92)  0.006
H (-3.93, -2.38, -1.22)  0.063
H (-4.24, -0.64, -1.20)  0.055
H (-4.39, -1.59, 0.29)  0.056
H (-2.79, 0.15, 1.68)  0.018
H (-2.69, 1.18, 0.20)  0.027



The following is a quantum chemistry calculation of C6H7N3O in the gas phase in a non-equilibrium geometry, from the Open Molecules 2025 dataset.

Values from the calculation:
- LUMO level (alpha / beta) (hartree) = -0.0549 / -0.0549
- HOMO-LUMO gap (alpha / beta) (hartree) = 0.25331 / 0.25325
- energy relative to the best compared isomer or geometry (same formula, charge and spin) (kJ/mol) = 515.2
- SMILES = [H]/N=C(/C#N)CC(=O)C(=C)N

Last column: Löwdin charge in e.
Positions of all 17 atoms, in Å:
C (1.26, 0.64, -0.15)  -0.099
C (0.27, 0.38, -1.25)  -0.340
C (-1.08, 0.09, -0.67)  -0.274
C (1.03, -0.33, 1.00)  -0.405
N (-2.10, 0.04, -1.54)  0.187
C (-1.12, 0.11, 0.74)  -0.002
N (1.92, -0.20, 2.03)  0.110
C (0.81, -1.79, 0.84)  -0.190
O (0.51, 0.36, -2.45)  0.103
N (0.48, -2.89, 0.98)  0.166
H (-1.85, 0.19, -2.52)  0.119
H (-3.03, 0.33, -1.25)  0.127
H (2.72, 0.39, 1.79)  0.044
H (1.07, 1.65, 0.26)  0.138
H (2.28, 0.69, -0.51)  0.131
H (-1.93, 0.79, 1.05)  0.080
H (-1.24, -0.45, 1.65)  0.105



The following is a quantum chemistry calculation of 3 unconnected molecules or ions with the total composition C3H14N2O2 in a non-equilibrium geometry, from the Open Molecules 2025 dataset.

Values from the calculation:
- LUMO level (hartree) = 0.0307
- HOMO-LUMO gap (hartree) = 0.37961
- energy relative to the best compared isomer or geometry (same formula, charge and spin) (kJ/mol) = 160.6
- SMILES = NCCCN.O.O

Last column: Löwdin charge in e.
Positions of all 21 atoms, in Å:
C (-0.41, 1.10, 1.19)  -0.263
C (-0.61, -0.37, 1.16)  -0.220
C (-1.49, -0.90, 0.01)  -0.303
N (-1.16, -2.29, -0.24)  -0.037
N (1.06, 1.53, 1.05)  -0.038
H (-0.83, 1.57, 0.36)  0.074
H (-0.89, 1.56, 2.09)  0.117
H (0.36, -0.92, 0.94)  0.092
H (-0.92, -0.84, 2.15)  0.132
H (-1.35, -0.28, -0.82)  0.067
H (-2.58, -0.92, 0.36)  0.130
H (-0.23, -2.58, 0.01)  0.034
H (-1.32, -2.59, -1.27)  0.113
H (1.26, 2.25, 1.86)  0.104
H (1.10, 2.23, 0.26)  0.072
H (1.60, -1.32, -0.77)  0.052
H (2.21, -0.02, -0.24)  0.056
O (2.08, -0.51, -1.12)  -0.113
H (-0.06, 0.98, -2.20)  0.001
H (1.44, 0.85, -2.35)  -0.037
O (0.74, 1.44, -2.40)  -0.031



The following is a quantum chemistry calculation of a molecular structure, C19H29CaN5O3Te, from the Open Molecules 2025 dataset.

Values from the calculation:
- LUMO level (hartree) = -0.0008
- HOMO-LUMO gap (hartree) = 0.28462
- energy relative to the best compared isomer or geometry (same formula, charge and spin) (kJ/mol) = 55.5

Last column: Löwdin charge in e.
Positions of all 58 atoms, in Å:
Ca (0.17, 0.71, 0.67)  1.310
N (-1.10, -2.75, 2.47)  0.164
C (-0.70, -1.55, 2.99)  -0.537
O (-0.01, -0.78, 2.25)  -0.248
C (-1.09, -1.20, 4.29)  -0.219
C (-0.65, 0.02, 4.84)  -0.212
N (-0.29, 1.03, 5.28)  0.147
C (-1.86, -2.11, 5.05)  -0.243
N (-2.49, -2.91, 5.59)  0.130
H (-0.58, -3.07, 1.67)  0.109
H (-1.45, -3.45, 3.10)  0.095
N (4.39, 0.40, -0.67)  0.179
C (3.18, 0.95, -0.42)  -0.637
N (3.10, 2.28, -0.28)  0.199
O (2.17, 0.23, -0.32)  -0.136
H (5.24, 0.93, -0.59)  0.107
H (4.45, -0.60, -0.63)  0.114
H (3.89, 2.88, -0.45)  0.120
H (2.16, 2.68, -0.21)  0.070
C (-3.61, -0.49, 1.51)  -0.441
Te (-2.91, 0.21, -0.38)  1.163
C (-3.45, 2.25, -0.02)  -0.421
H (-4.69, -0.41, 1.54)  0.006
H (-3.16, 0.09, 2.31)  0.002
H (-3.31, -1.53, 1.62)  -0.013
H (-3.66, 2.35, 1.04)  0.002
H (-4.33, 2.50, -0.61)  0.003
H (-2.62, 2.89, -0.29)  -0.024
C (1.23, 3.28, -2.97)  -0.065
C (-0.07, 4.02, -2.63)  -0.364
C (-1.27, 3.09, -2.82)  -0.067
C (-0.06, 4.71, -1.28)  -0.141
C (-0.20, 6.09, -1.24)  -0.051
C (-0.24, 6.79, -0.05)  -0.097
C (-0.14, 6.09, 1.14)  -0.049
C (0.01, 4.71, 1.16)  -0.139
C (0.03, 4.00, 2.51)  -0.350
C (1.30, 3.20, 2.83)  -0.052
C (-1.24, 3.16, 2.73)  -0.053
C (0.07, 4.00, -0.06)  -0.308
O (0.26, 2.68, -0.05)  -0.398
H (1.23, 2.98, -4.02)  0.078
H (1.34, 2.38, -2.36)  0.054
H (2.10, 3.92, -2.79)  0.081
H (-0.17, 4.82, -3.37)  0.124
H (-1.20, 2.25, -2.12)  0.032
H (-1.29, 2.69, -3.83)  0.081
H (-2.20, 3.62, -2.63)  0.083
H (-0.30, 6.63, -2.18)  0.107
H (-0.35, 7.87, -0.04)  0.096
H (-0.18, 6.62, 2.09)  0.109
H (-0.01, 4.79, 3.26)  0.129
H (1.42, 2.30, 2.23)  0.035
H (1.28, 2.89, 3.87)  0.070
H (2.19, 3.81, 2.66)  0.086
H (-1.32, 2.35, 2.00)  0.033
H (-2.12, 3.78, 2.60)  0.090
H (-1.24, 2.72, 3.73)  0.055



The following is a quantum chemistry calculation of C2H5NOS in the gas phase in a non-equilibrium geometry, from the Open Molecules 2025 dataset.

Values from the calculation:
- LUMO level (hartree) = 0.0282
- HOMO-LUMO gap (hartree) = 0.37901
- energy relative to the best compared isomer or geometry (same formula, charge and spin) (kJ/mol) = 252.4
- SMILES = CSNC=O

Last column: Löwdin charge in e.
Positions of all 10 atoms, in Å:
C (-1.34, 1.04, 1.01)  -0.407
C (1.74, -0.88, -0.91)  -0.314
H (-0.46, 1.46, 1.69)  0.062
H (-1.92, 1.96, 0.66)  0.008
H (-1.85, 0.14, 1.61)  0.073
H (0.00, -1.72, -0.87)  0.109
H (2.42, 0.11, -0.99)  0.161
N (0.28, -0.68, -0.83)  -0.402
O (2.08, -2.03, -0.56)  -0.045
S (-0.95, 0.59, -0.82)  0.755



The following is a quantum chemistry calculation of 16 unconnected molecules or ions with the total composition H33O16 in a non-equilibrium geometry, from the Open Molecules 2025 dataset.

Values from the calculation:
- LUMO level (hartree) = -0.0997
- HOMO-LUMO gap (hartree) = 0.39111
- energy relative to the best compared isomer or geometry (same formula, charge and spin) (kJ/mol) = 349.9
- charge = +1

Last column: Löwdin charge in e.
Positions of all 49 atoms, in Å:
O (1.87, -0.18, 0.82)  -0.071
H (2.08, 0.76, 0.95)  0.071
H (2.80, -0.39, 0.53)  0.042
O (-4.54, -1.84, 1.93)  -0.043
H (2.45, -1.06, 2.80)  0.034
H (3.57, -1.77, -0.39)  0.057
O (1.89, -1.79, 3.05)  -0.037
H (-3.21, -0.85, -5.00)  0.062
H (4.67, 1.14, -0.88)  0.025
O (-0.23, -3.36, -1.46)  -0.050
H (0.32, -2.74, -1.97)  0.051
H (-0.04, 0.10, 2.56)  0.018
O (-2.49, -0.21, -5.05)  -0.049
H (-5.00, -2.29, 2.66)  0.094
H (-1.73, -0.81, -5.10)  0.052
O (-2.15, 3.47, -0.57)  -0.083
H (-3.09, 3.62, -0.34)  0.050
H (5.68, 0.69, -2.10)  0.078
O (-2.18, -1.09, 0.94)  -0.056
H (0.57, 0.71, -1.49)  0.025
H (-2.92, -1.63, 1.33)  0.051
O (0.12, -1.98, 1.18)  0.097
H (-2.62, 1.05, -3.53)  -0.010
H (0.81, -1.13, 1.30)  0.101
O (4.93, 0.48, -1.54)  -0.040
H (0.10, -4.14, -1.94)  0.068
O (4.20, -1.31, 0.18)  -0.057
H (2.72, 2.93, 0.30)  0.006
H (4.73, -0.76, -0.46)  0.020
O (3.60, 2.59, 0.10)  -0.048
H (4.13, 3.40, 0.04)  0.065
H (0.28, 4.20, -0.03)  0.054
O (-1.88, -1.58, 3.25)  -0.062
H (1.95, -2.68, 2.73)  0.058
H (0.23, 3.66, 1.40)  0.043
O (-0.32, 0.93, 2.15)  -0.026
H (0.34, 1.57, 2.44)  0.050
H (-1.80, -0.79, 2.67)  0.017
O (0.80, 3.69, 0.62)  -0.051
H (-2.85, -1.53, 3.32)  0.032
H (-2.44, 2.74, -1.17)  0.023
O (-3.31, 1.62, -3.16)  -0.071
H (-2.61, -0.74, 0.14)  0.118
H (-4.01, 1.95, -3.74)  0.049
O (-0.19, 0.51, -2.05)  -0.045
H (0.22, -2.30, 0.26)  0.092
H (-4.79, -2.56, 1.31)  0.089
H (-0.80, -1.45, 1.22)  0.071
H (-0.02, 0.69, -2.97)  0.035